The following is a quantum chemistry calculation of 7 unconnected molecules or ions with the total composition C38H77ClO23S6, from OMol25.

```
145
Properties=species:S:1:pos:R:3:forces:R:3
C 0.539 0.283 5.903 -0.1 -0.1 -0.3
C 0.222 1.429 4.929 -0.5 -0.2 0.6
C -1.299 1.482 4.722 0.2 -0.1 0.2
Cl -1.841 3.090 4.103 0.0 0.0 0.0
C -1.825 0.343 3.893 -0.2 -0.3 -0.1
C -1.543 0.109 2.609 0.0 0.2 -0.1
C -0.683 0.967 1.736 0.4 -0.2 -0.3
C 0.633 0.249 1.324 0.1 0.2 -0.4
C 0.611 -0.352 -0.093 0.0 0.1 0.0
O 0.961 -0.718 2.325 -0.1 -0.1 0.0
C -2.147 -1.095 1.949 0.0 0.0 0.3
O -2.273 -1.156 0.746 0.0 -0.1 0.0
C -2.568 -2.203 2.842 0.0 -0.1 0.0
C -2.877 -1.999 4.122 0.1 0.1 0.0
C -3.284 -3.138 5.029 -0.4 0.4 -0.3
C -4.794 -3.307 5.274 0.0 0.0 0.7
C -5.449 -2.296 6.245 -0.3 -0.2 -0.3
C -6.408 -1.357 5.514 -0.3 -0.4 0.4
C -7.158 -0.429 6.472 0.5 0.3 -0.7
C -8.065 0.523 5.693 0.6 -0.5 0.6
O -7.243 1.413 4.913 -0.6 0.1 -0.2
C -7.741 1.629 3.647 0.1 0.2 -0.1
C -8.405 2.974 3.483 0.4 -0.2 0.1
O -7.639 0.814 2.778 -0.1 -0.1 0.1
C -2.775 -0.582 4.609 0.2 0.2 0.0
O -3.405 -0.165 5.556 0.1 -0.3 0.2
H 0.293 0.570 6.925 0.0 0.0 0.0
H 1.588 -0.002 5.849 0.0 0.1 0.1
H -0.045 -0.611 5.668 0.1 0.0 -0.1
H 0.500 2.365 5.414 0.2 0.1 -0.3
H 0.751 1.294 3.992 0.1 0.1 -0.1
H -1.756 1.407 5.707 -0.1 0.1 -0.1
H -1.218 1.209 0.817 -0.1 0.0 0.1
H -0.425 1.905 2.213 -0.2 0.0 0.2
H 1.416 1.017 1.334 0.0 0.0 0.1
H 1.285 0.194 -0.751 0.0 0.0 0.0
H 0.956 -1.388 -0.092 -0.1 0.0 0.0
H -0.384 -0.324 -0.530 0.0 -0.1 0.0
H 1.467 -1.413 1.896 0.1 0.0 0.0
H -2.637 -3.197 2.414 0.0 0.1 -0.2
H -2.776 -3.034 5.990 0.0 -0.1 0.0
H -2.936 -4.044 4.531 0.2 0.0 0.2
H -4.923 -4.299 5.715 0.1 -0.1 -0.1
H -5.347 -3.319 4.334 0.1 0.0 -0.1
H -6.043 -2.850 6.978 0.0 0.0 0.0
H -4.697 -1.745 6.805 0.1 0.1 -0.1
H -5.907 -0.796 4.727 0.1 0.1 0.1
H -7.154 -1.992 5.018 0.0 0.1 -0.1
H -6.426 0.160 7.033 -0.1 0.0 0.1
H -7.737 -1.026 7.178 -0.1 0.1 0.1
H -8.655 1.128 6.387 -0.2 0.0 -0.2
H -8.699 -0.075 5.035 -0.1 0.2 -0.1
H -8.506 3.214 2.430 -0.1 0.0 0.0
H -7.815 3.724 4.007 -0.1 0.1 0.0
H -9.388 2.921 3.954 0.0 0.0 0.0
C 5.382 -0.846 -5.284 0.0 0.1 0.1
C 5.057 -1.815 -4.166 -0.2 -0.1 -0.5
O 5.589 -1.387 -2.890 0.0 0.1 0.2
S 4.781 -0.258 -2.113 0.3 -0.3 0.0
C 5.531 -0.466 -0.538 0.0 -0.1 0.0
O 3.401 -0.645 -2.066 -0.1 0.2 0.0
O 5.139 1.023 -2.641 -0.1 0.1 0.0
H 4.858 0.100 -5.153 0.0 0.0 0.0
H 5.082 -1.273 -6.241 0.0 0.0 0.0
H 6.452 -0.634 -5.307 0.0 -0.1 0.0
H 3.981 -1.973 -4.076 0.0 0.0 0.1
H 5.519 -2.783 -4.352 0.1 0.0 0.1
H 5.306 -1.464 -0.172 0.0 0.0 0.0
H 5.106 0.287 0.123 0.0 0.0 -0.1
H 6.603 -0.319 -0.635 0.0 0.0 0.0
C 11.020 2.136 -2.295 0.0 0.0 0.2
C 10.550 0.709 -2.472 -0.2 0.4 -0.5
O 11.005 -0.165 -1.412 0.0 -0.1 0.2
S 10.216 -0.111 -0.035 0.3 -0.1 -0.3
C 10.796 -1.634 0.626 0.0 -0.1 0.0
O 8.814 -0.204 -0.318 -0.1 0.1 0.1
O 10.709 0.969 0.760 -0.1 0.0 0.1
H 10.548 2.605 -1.431 0.0 0.0 0.0
H 10.774 2.720 -3.183 0.0 -0.1 -0.1
H 12.098 2.171 -2.142 0.0 0.0 -0.1
H 9.462 0.651 -2.543 0.0 -0.1 0.1
H 10.961 0.282 -3.384 0.1 -0.1 0.1
H 10.464 -2.444 -0.017 0.0 0.0 0.0
H 10.366 -1.735 1.620 0.0 0.1 0.0
H 11.880 -1.597 0.685 0.0 0.0 0.0
C 1.630 1.288 -5.691 0.2 -0.2 0.0
C 0.242 0.739 -5.944 0.1 0.4 0.5
O 0.165 0.018 -7.196 0.0 -0.2 -0.1
S 0.729 -1.465 -7.227 -0.3 0.3 -0.2
C -0.015 -1.953 -8.746 0.0 0.0 0.0
O 0.152 -2.206 -6.147 0.1 -0.1 0.1
O 2.152 -1.433 -7.389 0.1 -0.1 0.1
H 2.340 0.480 -5.515 0.0 0.0 0.0
H 1.620 1.929 -4.810 -0.1 0.0 0.0
H 1.986 1.863 -6.546 -0.1 0.0 0.0
H -0.084 0.093 -5.128 0.0 -0.1 -0.1
H -0.482 1.546 -6.027 -0.1 -0.1 -0.2
H -1.095 -1.917 -8.631 0.0 0.0 0.0
H 0.315 -2.969 -8.951 0.0 0.0 0.0
H 0.320 -1.281 -9.530 0.0 0.0 0.0
C -3.674 -0.985 -3.620 0.1 0.2 0.0
C -4.931 -0.517 -4.324 0.1 -0.5 0.1
O -5.082 0.921 -4.283 0.0 0.2 -0.1
S -4.226 1.781 -5.308 -0.3 0.0 0.3
C -5.105 3.295 -5.122 0.0 0.0 0.0
O -4.424 1.266 -6.628 0.2 0.0 -0.1
O -2.901 1.942 -4.793 0.2 0.0 -0.2
H -2.778 -0.676 -4.158 0.0 0.0 0.0
H -3.672 -2.073 -3.551 0.0 0.0 0.0
H -3.619 -0.569 -2.614 0.0 -0.1 0.0
H -4.960 -0.853 -5.361 0.0 0.1 0.0
H -5.816 -0.904 -3.824 0.0 0.2 0.0
H -6.128 3.147 -5.457 0.0 0.0 0.0
H -4.603 4.033 -5.743 0.0 0.0 0.0
H -5.072 3.591 -4.078 0.0 0.0 0.0
C -9.837 -6.829 8.053 0.1 0.1 0.0
C -10.913 -6.083 7.291 0.0 -0.5 -0.1
O -10.953 -4.680 7.633 0.0 0.2 0.0
S -9.867 -3.729 6.964 -0.3 0.1 0.2
C -10.653 -2.198 7.337 -0.1 0.0 0.0
O -9.879 -3.943 5.549 0.2 -0.1 0.0
O -8.642 -3.820 7.696 0.1 0.0 -0.1
H -8.841 -6.517 7.742 0.0 0.0 0.0
H -9.933 -7.900 7.874 0.0 0.0 0.0
H -9.925 -6.640 9.123 0.0 0.0 0.0
H -10.790 -6.189 6.213 0.0 0.1 0.0
H -11.900 -6.462 7.551 0.0 0.2 0.0
H -11.611 -2.164 6.826 0.0 0.0 0.0
H -9.999 -1.408 6.974 0.0 0.0 0.0
H -10.777 -2.122 8.414 0.0 0.0 0.0
C 11.585 6.906 -7.946 -0.1 -0.2 -0.1
C 11.294 6.726 -6.470 0.4 0.3 -0.1
O 10.055 6.022 -6.238 -0.1 -0.1 0.0
S 10.067 4.439 -6.391 -0.3 0.3 0.2
C 8.533 4.120 -5.588 0.0 0.0 0.0
O 11.140 3.911 -5.602 0.1 -0.1 -0.1
O 9.953 4.096 -7.774 0.1 -0.1 0.0
H 11.801 5.952 -8.427 0.0 0.0 0.0
H 12.448 7.560 -8.075 0.0 0.0 0.0
H 10.728 7.347 -8.454 0.0 0.1 0.0
H 12.107 6.207 -5.960 -0.1 -0.1 0.0
H 11.163 7.691 -5.985 -0.1 -0.1 0.0
H 8.607 4.440 -4.552 0.0 0.0 0.0
H 8.359 3.048 -5.645 0.0 0.0 0.0
H 7.747 4.659 -6.110 0.0 0.0 0.0
```
Positions in Å, forces in eV/Å.

E_LUMO   -0.7 eV
Maximum force   0.967 eV/A
Net charge   0
Highest occupied orbital energy   -9.470 eV

Mulliken atomic charge list, values in e, 8 entries: number 1, C, carries -1.12; number 2, C, carries -0.25; number 3, C, carries -0.53; number 4, Cl, carries -0.21; number 5, C, carries 0.64; number 6, C, carries 1.25; number 7, C, carries -1.63; number 8, C, carries 0.47

=====

The following is a quantum chemistry calculation of 2 unconnected molecules or ions with the total composition C9H8N2O3S, from OMol25.

```
23
Properties=species:S:1:pos:R:3:forces:R:3
C -0.276 -1.057 2.710 0.0 0.6 2.4
C -1.505 -0.628 2.193 -1.3 0.9 -2.7
C -1.498 0.065 0.960 0.6 -1.1 2.0
C -0.283 0.549 0.458 2.5 0.1 0.5
N -0.272 1.423 -0.577 -0.9 0.7 0.9
N 0.825 2.037 -0.895 -1.6 0.3 -1.6
C 1.980 1.647 -0.443 3.0 0.8 -0.3
C 2.157 0.731 0.557 -0.8 0.7 0.3
C 0.981 0.208 1.081 -0.8 -0.9 1.2
C 0.935 -0.639 2.244 0.7 0.1 -0.2
H -0.327 -1.468 3.736 0.2 -0.3 -0.8
H -2.488 -0.827 2.687 1.1 -0.1 -0.5
H -2.315 0.261 0.318 -1.2 0.3 0.1
H 2.857 2.151 -0.961 -1.1 -0.6 1.0
H 3.106 0.660 1.052 0.3 -0.6 -0.1
H 1.862 -0.907 2.820 -1.0 0.3 -0.9
O -0.063 -1.643 -1.023 0.1 0.8 -1.0
S -0.091 -0.727 -2.144 -3.6 -3.6 0.0
O 1.049 -0.036 -2.551 1.6 0.8 -1.0
C -1.647 -0.272 -2.811 2.7 -0.6 -0.4
O -0.938 -1.436 -3.367 1.5 -0.7 0.7
H -1.446 0.432 -3.557 -0.7 2.0 -0.5
H -2.602 -0.523 -2.489 -1.5 0.0 1.0
```
Positions in Å, forces in eV/Å.

E_LUMO   -0.6 eV
Maximum force   5.110 eV/A
Net charge   0
Highest occupied orbital energy   -8.907 eV

natural (NBO) atomic charge list, values in e, 8 entries: number 1, C, carries -0.21; number 2, C, carries -0.19; number 3, C, carries -0.18; number 4, C, carries 0.12; number 5, N, carries -0.25; number 6, N, carries -0.19; number 7, C, carries 0.00; number 8, C, carries -0.18